Density functional theory data (ωB97M-V/def2-TZVPD) for a cluster of 9 separate species, C17H40Cl12F3O19P4S in total.

Geometry as XYZ:
```
96
C17H40Cl12F3O19P4S | OMol25 | ωB97M-V/def2-TZVPD
Cl -6.22 31.07 25.88
Cl -5.63 22.13 21.26
Cl -16.67 23.78 13.08
Cl -7.07 32.41 23.41
Cl -12.53 22.07 22.51
Cl -9.13 31.28 25.29
Cl -5.29 23.07 18.49
Cl -14.69 25.78 13.12
Cl -17.11 26.37 14.46
Cl -4.73 24.90 20.79
Cl -13.86 21.98 25.03
Cl -11.15 23.00 24.93
S -11.72 28.45 18.87
P -23.30 25.01 22.79
P -16.43 30.68 7.49
P -4.43 30.32 11.74
P -10.29 16.56 15.37
F -10.53 30.77 18.01
F -12.59 30.49 17.27
F -12.17 31.10 19.36
O -4.21 31.68 11.26
O -24.10 26.04 23.77
O -13.12 28.18 19.07
O -11.46 15.60 15.99
O -10.00 16.29 13.92
O -10.91 28.35 20.07
O -23.19 23.65 23.67
O -17.06 29.21 7.78
O -3.22 29.32 11.30
O -5.78 29.59 11.12
O -14.92 30.70 7.25
O -23.87 24.91 21.37
O -17.02 31.60 8.73
O -21.81 25.55 22.94
O -11.05 27.75 17.74
O -10.81 18.08 15.69
O -17.26 31.18 6.13
O -4.46 30.22 13.33
O -9.06 16.32 16.41
C -7.05 30.23 11.37
C -7.43 31.13 24.62
C -16.97 30.59 4.88
C -18.45 28.90 7.86
C -10.14 19.20 15.22
C -2.84 29.34 10.00
C -5.72 23.54 20.17
C -25.48 26.24 23.74
C -4.92 29.05 13.93
C -22.82 23.67 25.06
C -11.78 30.34 18.35
C -16.28 31.56 9.92
C -20.99 25.63 21.78
C -9.17 16.72 17.72
C -15.95 25.07 14.12
C -12.69 22.88 24.08
C -11.16 14.22 16.14
H -9.29 19.01 14.56
H -19.10 29.77 7.85
H -10.83 19.88 14.73
H -16.94 31.26 4.02
H -6.93 30.91 12.22
H -21.80 23.30 25.11
H -3.00 30.30 9.51
H -7.65 29.37 11.69
H -6.71 23.99 20.17
H -5.83 28.65 13.49
H -10.44 14.11 16.95
H -21.39 25.26 20.84
H -25.98 26.20 24.71
H -23.43 22.98 25.64
H -7.32 30.21 24.05
H -3.30 28.60 9.35
H -5.10 29.30 14.98
H -13.14 23.86 23.90
H -20.68 26.64 21.51
H -15.74 32.49 10.09
H -1.78 29.11 9.87
H -7.62 30.64 10.54
H -8.85 17.74 17.95
H -16.11 29.93 4.80
H -25.99 25.63 22.99
H -9.77 19.78 16.06
H -18.78 28.38 8.77
H -4.23 28.20 13.98
H -15.54 24.63 15.03
H -10.89 13.84 15.15
H -17.87 30.04 4.63
H -22.80 24.66 25.53
H -20.07 25.09 22.03
H -25.70 27.24 23.38
H -10.10 16.38 18.19
H -8.37 16.09 18.09
H -12.09 13.76 16.49
H -16.88 31.31 10.80
H -15.39 30.94 9.86
H -18.81 28.24 7.07
```

The value obtained for the orbital gap is 7.41 eV. As for the multiplicity: 1. The LUMO energy comes out at 1.56 eV. As for the net charge: -1. As for the strongest force on any atom: 4.14 eV/A. The value obtained for the HOMO energy is -0.21469 Ha.

Charges computed using Mulliken, reported in e: -0.115 -0.121 -0.136 -0.120 -0.114 -0.122 -0.120 -0.108 -0.118 -0.127 -0.130 -0.114 1.069 1.060 1.042 1.089 1.088 -0.239 -0.226 -0.217 -0.689 -0.294 -0.648 -0.329 -0.673 -0.634 -0.332 -0.270 -0.310 -0.333 -0.650 -0.681 -0.305 -0.280 -0.669 -0.314 -0.354 -0.289 -0.285 -0.658 0.066 -0.730 -0.723 -0.713 -0.744 0.059 -0.715 -0.565 -0.607 0.566 -0.751 -0.700 -0.666 0.046 0.057 -0.661 0.340 0.309 0.268 0.288 0.317 0.264 0.344 0.269 0.308 0.263 0.277 0.333 0.273 0.259 0.291 0.275 0.255 0.302 0.257 0.288 0.260 0.264 0.267 0.331 0.333 0.276 0.318 0.253 0.315 0.322 0.282 0.306 0.262 0.261 0.313 0.268 0.223 0.280 0.347 0.297

***

Density functional theory data (ωB97M-V/def2-TZVPD) for a structure of composition C11H14N2O4PPdSe.

Geometry as XYZ:
```
34
C11H14N2O4PPdSe | OMol25 | ωB97M-V/def2-TZVPD
Pd -0.01 -0.34 0.32
Se -0.89 0.25 2.47
P 0.05 -2.61 0.48
O 2.26 0.44 -0.17
O -2.43 0.63 -0.65
O -3.48 2.61 -0.56
O 3.51 2.20 -0.57
N -0.02 1.89 -0.25
N 0.40 -1.78 4.23
C 0.42 -3.10 -1.22
C 1.14 2.53 -0.10
C -0.09 -0.98 3.56
C -1.49 -3.44 0.92
C 1.21 3.88 0.20
C -2.41 1.82 -0.49
C 1.34 -3.37 1.48
C 0.03 4.60 0.31
C -1.17 3.96 0.07
C 2.35 1.64 -0.28
C -1.15 2.60 -0.20
H -4.26 2.07 -0.75
H 1.31 -4.45 1.32
H -1.34 -4.52 0.83
H -0.34 -2.74 -1.90
H 1.17 -3.15 2.54
H 3.45 3.16 -0.70
H -1.75 -3.20 1.95
H 0.05 5.65 0.56
H 1.39 -2.70 -1.52
H 2.16 4.37 0.37
H 0.46 -4.19 -1.27
H -2.11 4.49 0.11
H -2.29 -3.12 0.26
H 2.31 -2.98 1.19
```

The value obtained for the orbital gap (spin up / spin down) is 6.68 / 6.68 eV. As for the multiplicity: 1. The LUMO energy (spin up / spin down) comes out at -4.93 / -4.93 eV. The value obtained for the energy relative to the best compared isomer or geometry (same formula, charge and spin) is 12.7 kJ/mol. As for the net charge: +1. As for the strongest force on any atom: 0.81 eV/A. The value obtained for the HOMO energy (spin up / spin down) is -0.42659 / -0.42659 Ha.

Charges computed using Mulliken, reported in e: 0.231 -0.073 0.990 -0.476 -0.490 -0.445 -0.424 -0.300 -0.516 -1.167 0.853 0.239 -1.155 -0.586 0.113 -1.082 -0.727 -0.371 0.541 0.552 0.395 0.398 0.410 0.375 0.323 0.315 0.345 0.462 0.379 0.308 0.372 0.525 0.354 0.329

***

Q: Number 1 is which compound?
A: C17H40Cl12F3O19P4S